A gas-phase ion, C11H11O2 (charge +1). Source: OMol25; level of theory: ωB97M-V/def2-TZVPD.

```
24
C11H11O2 | OMol25 | ωB97M-V/def2-TZVPD
C -4.201 -0.045 -0.001
C -3.427 -1.206 -0.100
C -3.537 1.182 0.156
C -2.047 -1.203 -0.033
C -2.158 1.202 0.168
C -1.404 0.017 0.076
C 0.041 0.017 0.071
C 2.104 -0.692 -0.132
C 2.104 0.655 0.180
C 3.267 -1.629 -0.188
C 3.202 1.656 0.211
O 0.794 -1.070 -0.188
O 0.840 1.054 0.350
H -5.239 -0.244 -0.198
H -3.954 -2.056 0.033
H -4.148 2.058 0.102
H -1.352 -2.036 -0.299
H -1.686 2.137 0.227
H 4.068 -1.421 0.395
H 3.615 -1.477 -1.250
H 2.898 -2.749 -0.069
H 4.068 1.304 -0.160
H 3.274 2.073 1.160
H 2.876 2.474 -0.510
```

As for the net charge: +1. As for the multiplicity: 1. The HOMO-LUMO gap (alpha / beta) is 8.0981 / 8.0975 eV. The value obtained for the highest occupied orbital energy (alpha / beta) is -12.8 / -12.8 eV.

***

C11H12BCl3N2O3 in the gas phase. Source: OMol25; level of theory: ωB97M-V/def2-TZVPD.

```
32
C11H12BCl3N2O3 | OMol25 | ωB97M-V/def2-TZVPD
C 3.556 -0.581 1.925
C 2.210 -0.687 1.263
O 1.163 -0.237 2.187
C -0.014 0.073 1.567
C -1.026 0.751 2.471
N -1.485 2.084 1.482
N -1.877 3.134 1.574
O -0.174 -0.108 0.360
H 4.256 -1.117 1.278
H 3.878 0.458 1.987
H 3.578 -1.028 2.918
H 2.159 -0.067 0.366
H 1.969 -1.734 1.006
H -0.437 1.228 3.292
Cl -5.223 1.983 0.928
B -4.311 0.432 1.528
Cl -5.530 -0.916 2.029
Cl -3.308 -0.218 0.033
O -3.442 0.841 2.562
C -2.307 0.123 2.961
C -2.226 0.184 4.486
C -1.553 -0.865 5.130
C -1.183 -0.733 6.463
C -1.520 0.421 7.169
C -2.259 1.437 6.547
C -2.653 1.302 5.212
H -2.393 -0.937 2.606
H -1.368 -1.768 4.543
H -0.605 -1.536 6.934
H -1.185 0.543 8.199
H -2.529 2.336 7.099
H -3.306 2.045 4.734
```

As for the multiplicity: 1. The HOMO-LUMO gap is 5.8423 eV. The value obtained for the highest occupied orbital energy is -9.1 eV.

***

C11H12BClF3N2OPS2 in the gas phase. Source: OMol25; level of theory: ωB97M-V/def2-TZVPD.

```
34
C11H12BClF3N2OPS2 | OMol25 | ωB97M-V/def2-TZVPD
C -1.815 4.036 -2.421
C -1.100 2.671 -1.943
C -0.788 2.645 -0.337
Cl -2.215 3.216 0.686
C -0.178 1.230 0.146
C -0.998 -0.116 0.144
P -2.793 0.021 -0.402
S -3.917 -0.350 1.181
C -0.374 -1.517 0.578
C -1.099 -2.913 0.569
F -1.153 -3.428 1.920
F -2.423 -2.966 0.097
F -0.397 -3.941 -0.173
C 1.122 -1.459 1.063
B 1.974 -2.742 1.606
C 3.140 -3.311 0.586
O 1.741 -3.401 2.864
C 1.945 -0.092 1.060
N 3.311 0.113 1.472
S 3.716 1.781 1.276
N 2.230 2.419 0.650
C 1.343 1.286 0.598
H -2.732 4.330 -1.810
H -2.174 3.914 -3.518
H -0.998 4.846 -2.460
H -0.048 2.681 -2.434
H -1.604 1.715 -2.314
H 0.022 3.463 -0.202
H -3.167 1.268 -0.981
H -3.111 -1.047 -1.337
H 2.681 -3.946 -0.249
H 3.572 -2.363 0.078
H 3.989 -3.827 1.152
H 2.300 -4.216 2.855
```

As for the multiplicity: 1. The HOMO-LUMO gap is 6.1762 eV. The value obtained for the highest occupied orbital energy is -8.4 eV.

***

A molecular structure, C11H12BiN2P. Source: OMol25; level of theory: ωB97M-V/def2-TZVPD.

```
27
C11H12BiN2P | OMol25 | ωB97M-V/def2-TZVPD
C -0.614 -2.702 -2.234
C -0.005 -3.153 -1.006
C -0.950 -2.914 0.079
C -2.136 -2.304 -0.494
C -1.919 -2.175 -1.929
Bi -0.332 -0.749 -0.688
P 0.638 0.909 -2.366
H -0.109 -2.672 -3.239
H 1.000 -3.627 -0.892
H -0.761 -3.089 1.165
H -2.646 -1.720 -2.647
H -3.041 -1.979 0.064
H -0.337 1.388 -3.171
H 1.642 0.376 -3.093
H 1.123 1.923 -1.578
N -1.431 4.463 3.000
C -0.763 3.583 2.559
C 0.060 2.520 2.044
C 1.363 2.331 2.512
C 2.139 1.294 2.030
C 1.615 0.445 1.092
N 0.349 0.701 0.719
C -0.471 1.688 1.105
H 1.768 2.999 3.263
H 3.139 1.111 2.364
H 2.157 -0.401 0.660
H -1.476 1.755 0.678
```

As for the multiplicity: 1. The HOMO-LUMO gap (alpha / beta) is 6.2543 / 4.6164 eV. The value obtained for the highest occupied orbital energy (alpha / beta) is -6.0 / -5.0 eV.

***

A molecular structure, C11H12BrClFe. Source: OMol25; level of theory: ωB97M-V/def2-TZVPD.

```
26
C11H12BrClFe | OMol25 | ωB97M-V/def2-TZVPD
C 0.716 2.249 -1.601
C 2.038 2.559 -1.065
C 2.835 1.384 -1.083
H 2.348 3.500 -0.536
C 2.114 0.460 -1.907
C 0.751 0.933 -2.134
H -0.128 0.391 -2.646
H -0.158 2.919 -1.759
H 3.920 1.280 -0.772
H 2.584 -0.452 -2.342
Fe 1.039 0.904 0.035
Br 1.316 -0.547 2.025
C -3.145 -1.432 1.331
C -2.790 -1.462 -0.116
C -2.336 -0.152 -0.538
H -3.007 -2.348 -0.714
C -2.349 0.704 0.564
C -2.825 -0.061 1.750
H -3.074 0.326 2.789
H -3.416 -2.291 2.005
H -1.988 0.273 -1.548
H -2.266 1.812 0.443
Cl 3.076 -3.418 0.879
C 1.522 -2.538 0.950
H 1.176 -2.281 -0.057
H 0.833 -3.040 1.640
```

As for the net charge: -1. As for the multiplicity: 6. The HOMO-LUMO gap (alpha / beta) is 5.7031 / 5.4076 eV. The value obtained for the highest occupied orbital energy (alpha / beta) is -2.7 / -2.9 eV.

***

A molecular structure, C11H12Cl3NO4Pt. Source: OMol25; level of theory: ωB97M-V/def2-TZVPD.

```
32
C11H12Cl3NO4Pt | OMol25 | ωB97M-V/def2-TZVPD
Pt -0.226 -0.222 -0.073
N 1.754 -0.146 0.324
C 2.442 1.089 -0.102
C 1.772 2.303 0.520
C 0.454 2.691 -0.143
O 0.242 3.839 -0.461
O -0.445 1.749 -0.311
H 1.873 -0.262 1.330
H 2.122 -1.018 -0.102
H 2.402 1.128 -1.190
H 3.490 1.025 0.199
H 2.430 3.168 0.473
H 1.576 2.098 1.578
Cl -4.868 0.931 0.686
C -3.298 1.174 -0.056
Cl -2.553 -0.418 -0.455
H -2.625 1.676 0.624
H -3.404 1.713 -0.988
Cl -0.688 -8.873 0.144
C -0.300 -7.183 0.048
C 1.003 -6.801 -0.232
C 1.304 -5.452 -0.306
C 0.317 -4.496 -0.101
C -0.984 -4.899 0.179
C -1.299 -6.245 0.254
C 0.685 -3.046 -0.190
O 1.839 -2.720 -0.473
O -0.292 -2.237 0.064
H 1.763 -7.553 -0.389
H 2.310 -5.124 -0.528
H -1.749 -4.152 0.339
H -2.307 -6.572 0.469
```

As for the multiplicity: 1. The HOMO-LUMO gap is 9.3782 eV. The value obtained for the highest occupied orbital energy is -9.2 eV.

***

C11H12ClN3O2S in the gas phase. Source: OMol25; level of theory: ωB97M-V/def2-TZVPD.

```
30
C11H12ClN3O2S | OMol25 | ωB97M-V/def2-TZVPD
N -2.603 -2.844 0.682
O 0.674 -2.353 1.817
O 0.859 -3.410 -0.323
Cl -2.587 2.445 -2.177
C -2.035 -1.977 0.168
N 0.607 0.385 -0.836
C 4.402 -2.711 3.417
C 3.860 -2.046 2.291
C -0.225 1.287 -1.437
C 0.057 -0.749 -0.301
C -1.604 1.147 -1.509
C -1.349 -0.869 -0.354
C -2.145 0.064 -0.972
N 2.635 -1.740 0.283
C 0.437 2.448 -2.091
C -3.678 -0.061 -1.022
C 3.638 -2.701 0.930
S 0.983 -2.169 0.379
H 4.772 -3.748 3.298
H 4.801 -2.092 4.284
H 3.748 -0.956 2.427
H 2.911 -1.435 -0.678
H 0.616 2.264 -3.124
H -0.128 3.432 -2.186
H 1.361 2.600 -1.521
H -4.197 0.845 -1.527
H -3.882 -0.845 -1.682
H -4.096 -0.316 -0.044
H 3.210 -3.722 1.012
H 4.652 -2.746 0.441
```

As for the multiplicity: 1. The HOMO-LUMO gap is 8.6317 eV. The value obtained for the highest occupied orbital energy is -9.3 eV.

***

2 unconnected molecules or ions with the total composition C11H12F2NO8S. Source: OMol25; level of theory: ωB97M-V/def2-TZVPD.

```
35
C11H12F2NO8S | OMol25 | ωB97M-V/def2-TZVPD
O 5.010 -2.026 -0.524
C 3.953 -2.105 0.035
O 3.874 -2.949 1.128
C 2.739 -1.212 -0.475
C 1.684 -0.928 0.680
C 0.196 -1.156 0.281
C -0.680 0.035 0.190
N -2.015 -0.037 -0.115
C -2.658 -1.228 -0.361
C -1.896 -2.486 -0.314
O -2.612 -3.632 -0.589
C -0.448 -2.450 0.017
S 0.506 -3.995 0.136
O 1.733 -3.983 -0.617
O 0.651 -4.256 1.557
F -0.389 -5.236 -0.447
H 2.959 -3.239 1.304
H 2.281 -1.659 -1.400
H 3.207 -0.243 -0.802
H 1.775 0.172 0.923
H 1.919 -1.454 1.649
H -0.258 1.072 0.381
H -2.593 0.812 -0.141
H -3.756 -1.272 -0.580
H -2.712 -4.094 0.271
C -1.386 5.329 -1.003
C -1.800 5.173 0.429
O -1.404 3.841 0.726
C -0.337 3.588 -0.076
O 0.421 2.672 0.086
O -0.229 4.492 -1.073
F -3.140 5.268 0.564
H -2.141 4.963 -1.702
H -1.142 6.359 -1.258
H -1.310 5.863 1.120
```

As for the net charge: +1. As for the multiplicity: 1. The HOMO-LUMO gap is 7.1233 eV. The value obtained for the highest occupied orbital energy is -12.7 eV.

***

2 unconnected molecules or ions with the total composition C11H12N2O2. Source: OMol25; level of theory: ωB97M-V/def2-TZVPD.

```
27
C11H12N2O2 | OMol25 | ωB97M-V/def2-TZVPD
C -2.132 -2.291 -2.621
C -1.900 -1.588 -1.442
C -1.754 -1.706 -3.829
C -1.321 -0.333 -1.422
C -1.114 -0.470 -3.873
C -0.790 0.188 -2.608
C 0.809 -0.013 1.045
C 1.114 1.238 1.711
C 0.529 2.235 -2.343
C 1.747 2.221 0.728
C 0.117 0.482 3.678
N 0.672 1.563 2.852
N -0.069 1.298 -2.667
O 1.249 3.093 -2.179
O 1.575 -1.082 1.026
H -2.785 -3.242 -2.727
H -2.337 -1.970 -0.445
H -2.060 -2.048 -4.798
H -1.165 0.247 -0.554
H -1.036 0.153 -4.744
H 2.785 2.265 1.094
H 1.623 1.736 -0.307
H 1.179 3.199 0.801
H -0.082 -0.332 3.098
H 0.808 0.249 4.545
H -0.897 0.739 4.141
H 2.512 -0.863 1.347
```

As for the multiplicity: 1. The HOMO-LUMO gap is 8.5876 eV. The value obtained for the highest occupied orbital energy is -8.3 eV.